Entry 1:
Formula: C40H56F9O8P5ReSi
Source: OMol25
Level of theory: ωB97M-V with the def2-TZVPD basis set

expectation value of S²: 3.78
2S+1: 4
E_HOMO (alpha / beta): -7.7662 / -7.7655 eV
gap between HOMO and LUMO (alpha / beta): 6.96 / 5.39 eV
LUMO energy (alpha / beta): -0.810 / -2.374 eV

XYZ file:
```
120
Properties=species:S:1:pos:R:3:forces:R:3
Re 0.159 -0.031 -0.621 -0.8 0.0 0.2
C -1.546 4.030 -3.300 0.0 0.0 0.0
C -0.644 2.833 -2.974 0.0 0.0 0.1
C -0.995 1.672 -3.894 0.0 0.0 0.0
P -0.510 2.405 -1.168 0.1 0.0 0.1
C -1.964 2.935 -0.118 0.0 0.0 0.0
C -3.321 2.922 -0.826 0.0 0.1 -0.1
C -1.746 4.268 0.600 0.0 0.0 0.0
C 0.827 3.533 -0.634 -0.1 0.0 0.0
C 1.039 4.787 -1.206 0.0 0.0 0.0
C 2.056 5.600 -0.734 0.0 0.0 0.0
C 2.866 5.169 0.310 0.0 0.0 0.0
C 2.660 3.919 0.869 0.0 0.0 0.0
C 1.637 3.089 0.406 0.0 0.0 0.0
Si 1.320 1.367 1.086 0.0 -0.1 -0.1
C 0.250 1.547 2.609 0.1 0.0 0.0
C 0.489 2.545 3.554 0.0 0.0 0.0
C -0.340 2.691 4.656 0.0 0.0 0.0
C -1.417 1.833 4.823 0.0 0.0 0.0
C -1.671 0.835 3.893 0.0 0.0 0.0
C -0.848 0.693 2.776 0.0 0.0 0.0
P -1.066 -0.657 1.569 0.0 0.1 0.0
C -2.839 -1.053 1.270 0.1 0.0 0.0
C -3.735 -1.416 2.459 0.0 0.1 0.0
C -3.518 0.060 0.482 0.0 0.0 0.2
C -0.148 -2.077 2.308 0.0 0.0 0.0
C -0.670 -2.543 3.666 0.0 0.1 0.0
C 1.330 -1.737 2.437 0.0 0.0 0.0
C 3.074 0.742 1.291 0.0 0.0 -0.1
C 3.867 0.939 2.419 0.0 0.0 0.0
C 5.231 0.694 2.375 0.0 0.0 0.0
C 5.821 0.276 1.189 0.0 0.0 0.0
C 5.042 0.060 0.063 0.0 0.0 0.0
C 3.664 0.264 0.115 -0.1 0.0 0.0
P 2.587 -0.153 -1.306 0.4 -0.1 -0.1
C 3.296 0.830 -2.700 0.0 0.0 0.0
C 3.430 2.319 -2.407 0.0 0.0 0.0
C 2.548 0.579 -4.005 0.0 0.0 0.0
C 3.018 -1.914 -1.766 0.0 0.0 0.0
C 3.089 -2.842 -0.552 0.0 0.0 0.0
C 4.291 -2.089 -2.600 0.0 0.0 0.0
H -1.226 4.457 -4.252 0.0 0.0 0.0
H -1.531 4.823 -2.552 0.0 0.0 0.0
H -2.574 3.698 -3.418 0.0 0.0 0.0
H 0.395 3.118 -3.167 0.0 0.0 0.0
H -2.056 1.449 -3.845 -0.1 -0.1 0.0
H -0.452 0.759 -3.655 0.0 0.0 0.0
H -0.752 1.950 -4.923 0.0 0.0 0.0
H -1.972 2.155 0.647 0.0 0.0 0.0
H -3.482 3.861 -1.353 0.0 0.0 0.0
H -4.100 2.841 -0.065 0.0 0.0 0.0
H -3.450 2.092 -1.519 0.0 0.1 0.0
H -1.651 5.097 -0.104 0.0 0.0 0.0
H -0.870 4.265 1.247 0.0 0.0 0.0
H -2.625 4.459 1.220 0.0 0.0 0.0
H 0.434 5.138 -2.030 0.0 0.0 0.0
H 2.221 6.569 -1.186 0.0 0.0 0.0
H 3.667 5.801 0.672 0.0 0.0 0.0
H 3.323 3.575 1.655 0.0 0.0 0.0
H 1.317 3.233 3.416 0.0 0.0 0.0
H -0.152 3.473 5.380 0.0 0.0 0.0
H -2.066 1.938 5.683 0.0 0.0 0.0
H -2.504 0.166 4.047 0.0 0.0 0.0
H -2.725 -1.965 0.670 0.0 0.0 0.0
H -4.094 -0.519 2.969 0.0 0.0 0.0
H -3.295 -2.096 3.173 0.1 -0.1 0.1
H -4.607 -1.921 2.044 0.0 0.0 0.0
H -3.599 0.968 1.089 0.0 -0.1 0.0
H -4.533 -0.259 0.240 0.0 0.0 -0.1
H -3.033 0.292 -0.464 -0.1 0.0 0.3
H -0.317 -2.889 1.594 0.0 0.0 0.0
H -0.714 -1.732 4.398 0.0 0.0 0.0
H 0.028 -3.292 4.046 0.0 0.0 0.0
H -1.625 -3.039 3.569 -0.1 0.0 0.0
H 1.503 -0.941 3.168 0.0 0.0 0.0
H 1.788 -1.439 1.496 0.0 0.0 -0.1
H 1.864 -2.624 2.785 0.0 0.0 0.0
H 3.414 1.287 3.342 0.0 0.0 0.0
H 5.838 0.840 3.259 0.0 0.0 0.0
H 6.889 0.107 1.144 0.0 0.0 0.0
H 5.519 -0.273 -0.848 0.0 0.0 0.0
H 4.307 0.419 -2.781 0.0 0.0 0.0
H 2.459 2.809 -2.406 0.0 0.0 0.0
H 4.030 2.783 -3.192 0.0 0.0 0.0
H 3.910 2.518 -1.449 0.0 0.0 0.0
H 1.557 1.031 -3.972 0.0 0.0 0.0
H 2.412 -0.479 -4.225 0.0 0.0 0.0
H 3.095 1.037 -4.831 0.0 0.0 0.0
H 2.173 -2.211 -2.386 0.0 0.0 0.0
H 3.895 -2.549 0.124 0.0 0.0 0.0
H 3.301 -3.852 -0.906 0.0 0.0 0.0
H 2.155 -2.886 -0.005 0.0 0.0 0.0
H 5.194 -1.885 -2.024 0.0 0.0 0.0
H 4.311 -1.499 -3.514 0.0 0.0 0.0
H 4.339 -3.138 -2.897 0.0 0.0 0.0
O -3.899 -2.102 -2.308 0.0 0.0 0.0
P -3.031 -0.913 -2.876 -0.1 0.0 -0.1
O -3.683 0.375 -2.597 0.1 0.0 -0.2
O -1.683 -1.008 -1.724 0.4 -0.2 -0.2
O -2.336 -1.233 -4.153 0.1 0.0 0.1
P -0.729 -2.320 -2.007 0.0 0.4 0.1
O 0.117 -1.827 -3.267 -0.2 -0.1 -0.2
O -1.438 -3.575 -2.161 0.0 -0.1 0.1
O 0.246 -2.038 -0.808 0.1 0.1 0.0
H -3.431 -2.957 -2.336 0.0 0.0 0.0
H -0.582 -1.646 -3.959 0.1 0.0 0.1
F -4.944 -5.932 0.598 0.0 0.0 0.0
C -4.029 -4.981 0.334 0.0 0.1 0.1
F -4.632 -3.798 0.545 0.0 0.0 0.0
F -3.767 -5.047 -0.979 0.1 0.0 -0.1
C -2.710 -5.077 1.194 0.0 -0.1 0.0
O -2.073 -3.925 1.240 0.0 0.0 0.0
C -3.142 -5.538 2.633 0.0 0.0 0.0
F -4.160 -4.770 3.079 0.0 0.0 0.0
F -3.543 -6.816 2.730 0.0 0.0 0.0
F -2.141 -5.378 3.512 0.0 0.0 0.0
C -1.816 -6.215 0.584 0.0 0.0 0.0
F -0.893 -6.626 1.478 0.0 0.0 0.1
F -1.147 -5.785 -0.483 0.0 0.0 0.0
F -2.506 -7.312 0.211 0.0 0.0 0.0
```
Positions in Å, forces in eV/Å.

Results of the Löwdin charge analysis, in e, for atoms 1 through 5: 1.099 -0.095 -0.502 -0.121 1.038

---

Entry 2:
Formula: C3H9NO
Source: OMol25
Level of theory: ωB97M-V with the def2-TZVPD basis set

structure (SMILES): C=CCN.O
E_HOMO: -9.8243 eV
gap between HOMO and LUMO: 10.64 eV
LUMO energy: 0.811 eV

XYZ file:
```
14
Properties=species:S:1:pos:R:3:forces:R:3
C 1.054 -1.132 1.057 -0.5 -1.1 0.8
C 1.026 -0.454 -0.064 0.0 2.5 -1.8
C 0.162 0.817 -0.068 2.2 -2.6 -3.2
N 1.031 1.934 -0.522 -1.7 1.0 0.2
H 1.448 -2.130 1.159 0.6 0.0 0.1
H 0.489 -0.743 1.925 0.2 -0.4 -0.6
H 1.674 -0.416 -1.001 -0.9 -1.2 1.3
H -0.183 0.849 0.885 -0.7 1.1 3.3
H -0.748 0.634 -0.563 -1.0 -0.1 -1.7
H 0.751 2.344 0.344 1.4 2.3 0.8
H 0.607 2.624 -1.202 0.2 -1.5 0.7
O -2.743 -1.520 -0.877 -1.2 1.2 0.8
H -1.896 -1.921 -0.936 1.3 -0.6 0.0
H -2.672 -0.883 -0.136 -0.1 -0.7 -0.7
```
Positions in Å, forces in eV/Å.

Results of the Löwdin charge analysis, in e, for atoms 1 through 5: -0.022 -0.177 -0.315 0.009 0.048

---

Entry 3:
Formula: C5H7NO2
Source: OMol25
Level of theory: ωB97M-V with the def2-TZVPD basis set

E_HOMO: -9.2595 eV
gap between HOMO and LUMO: 10.17 eV
LUMO energy: 0.906 eV

XYZ file:
```
15
Properties=species:S:1:pos:R:3:forces:R:3
C 1.392 -0.639 -0.121 2.8 -1.6 -0.3
C 1.443 0.890 0.052 0.7 0.9 0.2
C -0.034 0.741 -0.102 -3.7 -0.2 -2.0
C -2.270 -0.597 -0.038 0.7 4.9 -0.3
C -0.078 -0.594 0.601 4.1 2.2 1.1
H 2.604 -1.019 0.105 -4.0 0.0 0.0
H 1.187 -0.861 -1.251 0.6 0.1 2.2
H 1.715 1.285 1.157 0.1 -0.9 -3.0
H 1.960 1.087 -0.940 -0.1 1.7 2.0
H -0.122 0.393 -1.220 -0.4 1.2 1.9
H -3.098 -1.216 -0.194 -1.2 -0.7 -0.2
H 0.169 -0.477 1.814 -1.5 -0.8 -3.0
N -2.463 0.730 -0.040 1.5 -3.3 0.6
O -1.305 1.537 0.163 1.5 -0.7 -0.3
O -1.101 -1.259 0.014 -1.1 -2.9 1.2
```
Positions in Å, forces in eV/Å.

Results of the Löwdin charge analysis, in e, for atoms 1 through 5: -0.152 -0.159 -0.316 -0.151 -0.278

---

Entry 4:
Formula: C2H4Br2N
Source: OMol25
Level of theory: ωB97M-V with the def2-TZVPD basis set

E_HOMO: -12.9276 eV
gap between HOMO and LUMO: 7.47 eV
total charge: +1
LUMO energy: -5.462 eV

XYZ file:
```
9
Properties=species:S:1:pos:R:3:forces:R:3
C 0.722 0.131 -0.091 -0.7 -1.6 -1.8
C 1.440 2.215 -1.692 0.3 -2.0 1.0
N -0.557 0.163 0.052 -1.8 1.5 0.1
Br 0.335 3.584 -1.438 -0.7 1.3 -0.2
Br 2.104 1.847 -3.325 0.2 0.4 -0.7
H 1.138 -0.630 -0.740 -0.1 -0.1 -0.1
H 1.450 0.678 0.423 0.2 1.1 1.2
H -1.349 -0.301 -0.452 1.9 -0.3 0.0
H -1.016 0.938 0.539 0.8 -0.2 0.5
```
Positions in Å, forces in eV/Å.

Results of the Löwdin charge analysis, in e, for atoms 1 through 5: 0.060 -1.245 0.157 0.751 0.750

---

Entry 5:
Formula: C17H18N2O3S
Source: OMol25
Level of theory: ωB97M-V with the def2-TZVPD basis set

structure (SMILES): COc1ccc(NC(=S)NC(=O)Cc2ccccc2)c(OC)c1
E_HOMO: -7.8273 eV
gap between HOMO and LUMO: 8.35 eV
LUMO energy: 0.521 eV

XYZ file:
```
41
Properties=species:S:1:pos:R:3:forces:R:3
C -3.660 -2.907 0.489 -0.1 -0.1 0.1
O -2.902 -1.988 -0.261 0.1 0.2 -0.1
C -1.545 -2.032 -0.160 0.3 0.0 -0.1
C -0.829 -2.940 0.609 -0.4 -0.1 0.0
C 0.552 -2.861 0.641 0.2 0.4 -0.2
C 1.235 -1.892 -0.071 -0.4 0.0 -0.1
N 2.641 -1.847 -0.031 0.0 0.0 0.1
C 3.419 -0.754 0.004 0.4 -0.2 0.1
S 5.000 -0.799 -0.452 0.4 0.0 -0.2
N 2.882 0.438 0.463 0.0 0.0 -0.1
C 1.965 0.576 1.476 0.1 0.3 0.3
O 1.505 -0.357 2.088 -0.1 0.0 0.3
C 1.554 2.016 1.727 -0.1 -0.2 0.1
C 0.301 2.279 0.928 0.0 0.1 0.0
C -0.839 1.519 1.166 0.0 0.0 0.0
C -1.995 1.745 0.441 0.0 0.1 0.0
C -2.025 2.737 -0.526 -0.1 0.0 -0.1
C -0.892 3.494 -0.770 0.0 0.1 -0.1
C 0.269 3.261 -0.051 0.0 0.0 0.0
C 0.515 -0.993 -0.881 0.1 -0.2 -0.1
O 1.248 -0.103 -1.605 -0.1 -0.5 0.2
C 0.594 0.659 -2.593 -0.2 0.2 -0.2
C -0.864 -1.076 -0.915 -0.1 0.0 0.0
H -4.702 -2.675 0.273 0.1 -0.1 0.0
H -3.478 -2.795 1.562 0.0 0.0 0.0
H -3.451 -3.939 0.190 0.0 0.0 0.0
H -1.324 -3.701 1.189 -0.1 -0.1 0.0
H 1.113 -3.553 1.248 0.1 0.0 0.1
H 3.135 -2.719 -0.165 0.0 0.3 -0.1
H 3.381 1.259 0.147 -0.1 -0.2 0.1
H 2.342 2.715 1.452 0.0 0.0 0.0
H 1.333 2.118 2.792 0.1 0.0 -0.1
H -0.808 0.741 1.913 0.0 -0.1 0.1
H -2.871 1.144 0.628 -0.1 -0.1 0.0
H -2.929 2.918 -1.090 -0.1 0.0 0.0
H -0.909 4.266 -1.525 0.0 0.1 -0.1
H 1.150 3.856 -0.249 0.1 0.1 0.0
H 1.384 1.202 -3.110 -0.1 0.0 0.0
H -0.108 1.372 -2.152 0.0 -0.1 0.0
H 0.068 0.017 -3.305 0.0 0.0 0.0
H -1.454 -0.403 -1.514 0.0 0.1 -0.1
```
Positions in Å, forces in eV/Å.

Results of the Löwdin charge analysis, in e, for atoms 1 through 5: -0.087 -0.086 -0.271 -0.018 -0.007

---

Entry 6:
Formula: C5H6O2S
Source: OMol25
Level of theory: ωB97M-V with the def2-TZVPD basis set

structure (SMILES): O=S1#CO1.C#CCC
E_HOMO: -8.9047 eV
gap between HOMO and LUMO: 8.87 eV
LUMO energy: -0.035 eV

XYZ file:
```
14
Properties=species:S:1:pos:R:3:forces:R:3
O 3.136 3.531 0.935 1.1 -0.1 -0.4
S 1.835 4.085 1.222 -0.1 0.5 0.7
C 0.628 2.717 0.905 -1.1 0.6 0.3
O 0.585 3.602 0.014 -0.1 -0.3 -0.1
C 1.998 0.955 -0.810 -0.9 -0.7 0.9
C 0.855 0.708 -0.479 1.0 0.4 -0.4
C -0.544 0.315 -0.253 2.0 -1.1 -0.3
C -0.656 -0.813 0.756 1.7 -0.1 0.7
H 3.058 1.068 -0.798 -0.1 0.2 -0.3
H -1.198 1.078 0.069 -0.5 1.2 0.0
H -0.772 -0.049 -1.218 -1.1 -0.3 -1.2
H -0.402 -0.293 1.738 -0.3 -1.3 -0.9
H 0.077 -1.688 0.511 -1.5 1.6 0.6
H -1.696 -1.108 0.720 -0.1 -0.5 0.4
```
Positions in Å, forces in eV/Å.

Results of the Löwdin charge analysis, in e, for atoms 1 through 5: -0.517 0.958 -0.203 -0.232 0.109